{
  "formula": "C18H24AlBBrCaClF11LiN4O6S3",
  "method": "ωB97M-V/def2-TZVPD",
  "elements": ["O", "C", "C", "C", "C", "C", "C", "C", "C", "N", "S", "N", "C", "C", "H", "H", "H", "H", "H", "H", "H", "H", "H", "H", "H", "H", "Li", "C", "C", "C", "C", "N", "H", "H", "H", "H", "H", "H", "H", "F", "B", "F", "F", "F", "F", "Al", "Cl", "Br", "Ca", "C", "C", "O", "H", "H", "H", "H", "H", "C", "F", "F", "F", "S", "O", "O", "N", "S", "O", "O", "C", "F", "F", "F"],
  "xyz": [[-1.8243, -4.2570, -0.9970], [-1.4087, -3.1985, -1.8686], [-1.3310, -1.8645, -0.9894], [-2.4582, -0.7409, -1.3159], [-3.8340, -1.2868, -1.9129], [-4.5873, -2.3342, -0.9804], [-4.7339, -2.1724, 0.5629], [-5.4847, -3.2926, 1.3678], [-6.0655, -4.5484, 0.6398], [-6.7427, -5.6451, 1.3094], [-7.1222, -6.7086, 0.0107], [-6.5046, -5.9477, -1.4132], [-5.9312, -4.7293, -0.9122], [-5.1919, -3.5777, -1.6913], [-2.5813, -4.7638, -1.3632], [-1.9987, -3.1086, -2.8388], [-0.2974, -3.4481, -2.1919], [-0.2874, -1.3820, -1.2053], [-1.2996, -2.1438, 0.1320], [-2.6880, -0.1775, -0.3414], [-1.9637, 0.0520, -2.0274], [-3.6657, -1.6647, -2.9831], [-4.5391, -0.3722, -1.9998], [-4.2730, -1.2576, 1.0670], [-5.6046, -3.1792, 2.4957], [-5.1127, -3.7017, -2.8296], [-0.4594, 0.4518, -1.3626], [-1.9708, 2.9046, 3.9445], [-0.8345, 1.9149, 3.7245], [0.3150, 2.4816, 2.9031], [-0.0904, 2.7847, 1.5351], [-0.4098, 3.0152, 0.4526], [-2.4419, 3.1890, 3.0008], [-2.7454, 2.4559, 4.5814], [-1.6119, 3.8090, 4.4364], [-1.2436, 0.9893, 3.2350], [-0.4458, 1.6086, 4.7034], [1.1271, 1.7446, 2.8808], [0.7489, 3.4333, 3.4045], [-3.5471, -4.0268, 1.7786], [3.1132, 1.1173, -2.8671], [4.1973, 0.9344, -1.9571], [3.4215, 0.4997, -4.1161], [1.9231, 0.5007, -2.3170], [2.8725, 2.5078, -3.0595], [1.4045, -2.8052, -2.0628], [0.4489, 4.9178, 3.7979], [-2.0078, -0.3285, 3.0709], [-1.6949, 0.0117, 5.8370], [0.6947, -2.1656, 10.2185], [-0.4845, -2.6443, 9.3483], [-0.4757, -1.9188, 8.2209], [0.6017, -1.1075, 10.4842], [0.7232, -2.7366, 11.1541], [1.6563, -2.3122, 9.7167], [-1.3720, -2.5775, 10.0039], [-0.3561, -3.7380, 9.2631], [8.5362, 5.4835, -6.5706], [9.8739, 5.6212, -6.4816], [7.9965, 6.5583, -5.9534], [8.2229, 5.6113, -7.8803], [7.9393, 3.9082, -5.8651], [8.3401, 3.9620, -4.4724], [8.6025, 2.8856, -6.6542], [6.3946, 4.1312, -6.1613], [5.4886, 2.9160, -5.6789], [5.3606, 2.7432, -4.2447], [5.6151, 1.6828, -6.4345], [3.8809, 3.6057, -6.2029], [3.8346, 3.8462, -7.5344], [3.6086, 4.7861, -5.6026], [2.8472, 2.7886, -5.9268]],
  "orbital_gap_ev": 1.10,
  "homo_ha": -0.2799,
  "multiplicity": 1
}